(1)
A 2-piece molecular cluster, C6H14N2O2 overall in a non-equilibrium geometry, computed with ωB97M-V/def2-TZVPD.

XYZ file:
```
24
Properties=species:S:1:pos:R:3:forces:R:3
O 0.34960 -1.82327 0.39173 0.217 0.455 0.131
O -1.97892 1.93455 -2.19024 -0.213 -0.082 0.179
N 0.67974 -0.30209 2.09188 -0.594 -0.959 -1.138
N -1.04576 0.12081 -1.16998 0.769 0.328 0.060
C -0.67516 0.12969 1.97605 -1.986 0.643 0.911
C -1.01960 1.36839 -1.67687 -0.201 -0.086 -0.581
C -2.11254 -0.81973 -1.16249 -1.344 -0.350 -1.327
C 2.61946 -1.24830 0.89188 0.085 -0.581 -0.221
C 1.13740 -1.07700 1.01898 0.174 -0.158 0.693
C 0.36601 1.96172 -1.70614 1.159 0.673 -0.351
H -0.85711 0.95105 1.26985 0.407 -0.073 -0.156
H -1.41556 -0.64009 1.74255 0.682 -0.399 -0.475
H -0.20041 -0.21905 -0.72465 -0.079 -0.095 -0.130
H -1.16007 0.47965 2.89448 0.907 0.175 0.452
H -3.09992 -0.33647 -1.12848 0.323 0.133 0.689
H 2.96756 -2.20336 1.39239 -0.237 0.701 0.366
H 3.15177 -0.34727 1.19912 0.195 -0.365 0.096
H 2.83897 -1.50436 -0.14385 -0.001 0.428 -0.081
H 0.70933 2.53807 -0.83577 -0.490 -0.435 0.140
H -1.92165 -1.53136 -0.35448 -0.254 0.112 -0.236
H 1.08529 1.16265 -1.86771 0.178 -0.108 0.262
H 1.27852 0.10641 2.78855 0.315 0.154 -0.190
H -2.22864 -1.35445 -2.14961 0.629 0.125 0.799
H 0.53169 2.65379 -2.54718 -0.642 -0.237 0.107
```
Positions in Å, forces in eV/Å.

## Properties
Lowest unoccupied orbital energy (spin up / spin down) in eV: 3.749 / 3.598
Net charge: -1
⟨S²⟩: 0.752
Spin multiplicity: 2
E_tot in Eh: -496.98194
Orbital gap (spin up / spin down) in Ha: 0.114 / 0.339
Energy relative to the best compared isomer or geometry (same formula, charge and spin) in kcal/mol: 27.6

=====

(2)
A 2-piece molecular cluster, C3H7NO overall in a non-equilibrium geometry, computed with ωB97M-V/def2-TZVPD.

XYZ file:
```
12
Properties=species:S:1:pos:R:3:forces:R:3
O 1.03721 2.23894 0.81715 -0.065 0.067 0.097
N -0.57334 -1.97149 0.54863 0.017 1.306 0.075
C -0.94325 -0.64915 0.34158 -0.915 -0.694 -0.549
C 1.81629 1.80481 0.02026 0.234 0.016 -0.135
C -1.11032 -0.04682 -0.84199 0.624 0.059 0.563
H -0.46022 -2.56346 -0.25065 -0.024 -0.339 0.211
H -1.30343 1.01604 -0.83314 -0.253 -0.087 -0.246
H 2.46661 0.94025 0.23080 -0.057 -0.133 0.127
H 1.96385 2.25813 -0.97546 -0.136 0.072 -0.046
H -0.88799 -0.56075 -1.76530 0.027 0.077 -0.184
H -1.30823 -0.15284 1.22891 0.506 0.213 0.259
H -0.69718 -2.31367 1.47921 0.041 -0.556 -0.173
```
Positions in Å, forces in eV/Å.

## Properties
Lowest unoccupied orbital energy in eV: 1.081
Structure (SMILES): C=CN.C=O
E_tot in Eh: -248.43948
Orbital gap in Ha: 0.337
Energy relative to the best compared isomer or geometry (same formula, charge and spin) in kcal/mol: 54.6

=====

(3)
C38H76O27S5 as an isolated structure in a non-equilibrium geometry, computed with ωB97M-V/def2-TZVPD.

XYZ file:
```
146
Properties=species:S:1:pos:R:3:forces:R:3
S -6.34939 5.69571 -15.87587 -0.239 0.537 0.334
S -2.45134 5.15047 -12.70041 1.145 0.101 0.610
S -1.82628 0.85410 -17.09953 0.388 0.437 -0.068
S -6.39449 -0.18940 -22.04738 1.158 -0.541 0.664
S 0.94116 -0.86708 -12.05231 0.224 0.208 -0.289
O -7.74642 0.13583 -21.87613 -1.081 0.257 -0.026
O -2.01981 2.33545 -17.60298 0.109 0.079 -0.271
O 1.07847 -2.25718 -12.21809 0.020 -0.407 -0.244
O 1.47121 6.17310 -14.86034 0.084 0.322 0.437
O -5.21805 5.20571 -16.55562 0.887 -0.475 -0.296
O -0.01045 -0.27208 -13.17288 -0.291 -0.224 0.082
O -5.62788 0.06515 -20.67298 -0.012 0.470 -0.184
O -6.21933 -1.77070 -21.99177 -0.311 -0.279 -0.209
O -5.20420 4.90067 -21.84925 -0.159 0.061 -0.156
O -5.62872 0.34380 -23.11632 0.023 0.075 -0.209
O -2.88510 0.01104 -17.51988 -0.496 -0.021 0.167
O -6.00876 7.15171 -15.30522 -0.336 -0.120 0.070
O -1.67334 -1.66295 -21.23332 -0.039 -0.051 -0.495
O 1.36714 -3.00533 -16.74170 0.206 -0.441 0.362
O -7.59591 5.75426 -16.54144 -0.289 0.001 0.045
O 2.24193 -0.13306 -12.61248 0.196 -0.121 0.514
O -6.70498 2.57123 -16.37679 0.247 0.030 -0.378
O -1.95273 1.21780 -15.54708 -0.231 -0.440 -0.054
O -2.62604 5.26511 -14.09164 -0.274 0.090 -0.925
O -1.51725 3.91514 -12.39855 0.477 -0.290 -0.406
O -1.43728 6.27681 -12.21052 -0.296 -0.070 -0.205
O -0.49638 0.44973 -17.37335 0.387 0.038 0.073
O 0.59466 -0.33168 -10.78770 -0.163 0.436 0.376
O -4.12811 -2.34422 -13.86468 -0.686 0.155 0.539
O -6.46461 4.97419 -14.46091 -0.158 0.025 -0.160
O -0.96995 2.70594 -20.46237 -0.212 -0.620 0.130
O -3.56001 5.10430 -11.83723 -0.996 0.144 0.591
C -0.59468 -4.25420 -16.49973 0.367 -0.831 0.092
C -6.27992 1.39834 -15.72253 0.359 0.077 0.877
C -0.67396 -3.12506 -15.47850 0.693 0.086 0.663
C -4.89522 -2.00412 -21.48991 0.524 0.456 -0.008
C -1.09040 3.99892 -21.03986 0.251 0.267 -0.332
C 1.22676 3.33110 -20.85326 -0.081 0.303 -0.302
C -1.22630 -2.93840 -21.70295 -0.461 -0.041 0.333
C 0.34423 4.52495 -21.24414 0.280 0.334 -0.185
C -7.79788 2.20515 -17.23018 -0.186 0.690 0.473
C -5.11973 3.48414 -21.71067 0.698 -0.334 -0.027
C 0.67203 -2.37720 -15.65708 -0.701 0.259 -1.112
C -0.53423 -1.04640 -20.64787 0.264 1.044 0.835
C -3.38452 -1.37107 -11.85771 -0.208 -0.050 0.598
C -4.77187 -1.03815 -20.31420 -0.042 -0.060 0.001
C -2.49560 2.53996 -15.35602 0.197 0.357 0.130
C 0.67633 4.99497 -14.94636 -0.310 -0.192 -1.100
C 1.15028 5.73974 -17.11891 0.221 1.340 -0.265
C -4.65477 5.55464 -20.72052 0.220 -0.012 0.511
C 1.43946 6.85412 -16.12202 -0.559 0.396 -0.003
C -3.36708 -2.63875 -12.69547 0.551 0.143 -0.513
C -6.53124 0.22902 -16.66320 -0.170 -0.599 -0.033
C -4.49326 3.20866 -20.34088 -0.099 -0.369 0.202
C -7.46876 0.81650 -17.74398 0.374 -0.190 0.100
C -6.45019 5.93086 -13.38808 0.443 -0.497 0.308
C -4.66840 4.52936 -19.58570 -0.505 -0.574 -0.699
C -5.60966 7.07065 -13.91402 -0.394 0.505 -0.733
C -3.88117 -0.97807 -14.17459 0.119 -0.102 -0.645
C -2.96809 2.97454 -16.71930 -0.781 -0.269 -0.513
C -0.32557 5.74359 -11.50663 1.191 -0.383 0.430
C 0.05500 5.03243 -16.35878 0.224 -1.234 0.015
C 0.38508 1.07339 -13.44344 -0.284 0.594 -0.081
C -0.55463 4.23354 -11.36920 -1.090 -0.019 0.594
C 1.87536 1.17504 -13.03171 -0.197 0.278 -1.103
C 0.15163 -2.65922 -22.26167 -0.011 -0.343 -0.139
C 0.30489 2.60565 -19.87948 0.975 1.066 0.348
C 0.73556 -1.69398 -21.24626 0.175 0.106 1.189
C -3.52485 -0.23259 -12.87964 0.159 -0.520 -0.203
C 0.44282 -3.77836 -17.50228 0.000 0.764 0.047
H 2.32214 7.47610 -16.26264 0.396 -0.528 0.116
H -3.64378 5.92278 -20.93860 0.005 -0.041 -0.050
H 0.55173 4.87007 -22.25784 -0.205 -0.209 -0.095
H -1.91661 -3.34955 -22.44162 -0.114 0.364 -0.086
H -1.62895 3.88290 -21.98064 -0.049 0.026 0.024
H 0.47079 -1.36566 -16.01836 0.041 0.235 0.513
H -4.45815 3.05365 -22.47017 -0.153 0.226 -0.227
H 2.16944 3.65696 -20.41446 0.015 -0.130 0.074
H 0.22510 1.25487 -14.50293 0.165 -0.259 -0.063
H -5.90669 8.02191 -13.48142 0.245 0.017 0.149
H -0.13159 4.05203 -16.80878 -0.019 -0.104 0.373
H -0.23541 6.20803 -10.52670 -0.244 0.080 -0.020
H -0.17170 -5.12546 -15.98938 -0.046 0.008 -0.011
H -5.67927 4.53426 -19.17551 0.159 0.083 0.395
H -4.53354 6.92730 -13.92166 0.016 -0.183 0.420
H 0.56066 5.40208 -20.62889 -0.153 -0.168 0.262
H -3.07474 -0.99165 -14.91522 0.235 0.395 0.269
H -3.44641 2.91496 -20.43354 0.025 0.204 -0.080
H 1.27120 -2.37747 -14.75205 0.238 -0.049 -0.134
H -5.23737 1.50891 -15.40079 0.051 0.121 -0.452
H 0.70583 -3.57754 -22.45510 0.187 0.113 0.101
H -3.74365 -0.70793 -20.19754 -0.049 0.123 0.064
H -1.03901 3.98627 -10.42243 0.153 0.041 0.059
H 1.34887 4.13536 -14.86106 -0.126 -0.129 0.263
H -0.58875 -1.14233 -19.55456 0.169 -0.578 -0.067
H -1.66588 4.67585 -20.39956 -0.026 -0.153 0.128
H -0.03761 -3.13987 -18.25942 0.072 -0.039 -0.077
H -6.89534 0.91548 -18.66136 -0.131 -0.040 -0.191
H -6.79849 1.28857 -14.75617 -0.366 -0.125 -0.243
H -2.33956 -2.86582 -13.01629 -0.027 -0.091 0.191
H -1.52991 -4.60421 -16.93373 -0.105 0.358 -0.090
H 1.44233 2.75546 -21.75549 -0.009 -0.273 0.182
H -6.95848 -0.61406 -16.11560 -0.250 0.124 -0.049
H -0.90988 5.53886 -16.30797 0.186 0.396 -0.278
H -5.17416 -1.41494 -19.37546 0.109 -0.210 -0.020
H -8.32626 0.17579 -17.93609 -0.116 0.156 -0.020
H -0.55297 0.04494 -20.73193 -0.396 -0.100 -0.782
H 0.60497 5.93473 -12.04328 -0.261 0.218 -0.332
H -0.26262 1.78040 -12.91759 0.078 -0.233 0.229
H -3.79285 -3.50962 -12.20327 -0.052 -0.013 -0.034
H -2.98391 4.04380 -16.89429 0.291 0.023 0.071
H -3.92990 4.64350 -18.79991 -0.038 0.361 0.025
H 0.31228 3.59279 -11.48655 0.113 0.177 -0.259
H 2.45041 1.39266 -13.93047 0.240 -0.048 0.181
H 0.62162 1.60148 -19.61087 -0.484 -0.262 -0.312
H 2.05852 5.14587 -17.24255 -0.182 -0.319 0.108
H -0.13953 4.95644 -14.22026 0.468 0.143 0.230
H -1.50617 -2.42735 -15.55572 -0.143 -0.211 -0.271
H -1.25926 -3.63807 -20.85512 0.462 -0.047 -0.034
H 1.24861 -2.13239 -20.38315 -0.036 -0.669 -0.367
H -4.31659 0.42485 -12.52604 0.071 0.290 -0.326
H -4.72288 -0.51834 -14.69365 -0.271 -0.418 0.121
H -4.26344 -1.38345 -11.20814 -0.065 0.015 -0.112
H -5.99702 5.40544 -12.55184 0.008 0.171 0.110
H -2.60300 0.31231 -13.08204 -0.010 0.147 0.428
H -2.54029 -1.28144 -11.17228 0.197 -0.009 -0.253
H 0.00540 -2.13165 -23.20612 0.103 -0.080 -0.072
H 1.04148 -4.54168 -17.99557 -0.255 -0.199 -0.045
H 0.61332 7.58127 -16.11907 -0.104 -0.179 -0.021
H 0.88615 6.11817 -18.10756 -0.214 -0.006 0.077
H 0.34777 3.19782 -18.94721 -0.199 -0.177 0.084
H -5.63443 -0.18896 -17.12422 0.186 0.354 0.081
H 1.49337 -1.00912 -21.62564 -0.421 0.259 -0.388
H -1.67794 3.17696 -15.01821 -0.075 -0.085 0.118
H -3.29988 2.51229 -14.62534 0.046 -0.098 0.067
H -5.28544 6.40571 -20.45940 0.038 0.100 -0.209
H -6.10225 3.03557 -21.86778 -0.114 0.153 0.206
H -7.45994 6.24954 -13.13276 -0.072 -0.025 -0.181
H -4.97370 2.36363 -19.84589 -0.115 0.114 0.075
H 2.07258 1.95164 -12.29500 -0.015 -0.282 0.314
H -4.18995 -1.70855 -22.26788 0.121 -0.184 0.038
H -4.74316 -3.04068 -21.21254 -0.334 -0.088 -0.069
H -8.71374 2.29626 -16.63190 -0.087 -0.441 -0.093
H -3.95859 2.58642 -16.97633 -0.042 0.098 0.190
H -7.87131 2.97328 -17.99974 0.116 -0.102 -0.095
H -0.67676 -3.55357 -14.47512 -0.315 0.080 0.004
```
Positions in Å, forces in eV/Å.

## Properties
Lowest unoccupied orbital energy in eV: -0.134
E_tot in Eh: -5515.70277
Orbital gap in Ha: 0.325
Energy relative to the best compared isomer or geometry (same formula, charge and spin) in kcal/mol: 0.0